Model 1:
ORCA calculation (ωB97M-V/def2-TZVPD) on the molecule C23H34N2O3.

Positions of all 62 atoms, in Å:
C (-5.73755, -0.17042, -1.44474)
H (-5.06057, 0.55784, -1.90226)
O (-5.09768, -1.40517, -1.22326)
C (-4.02945, -1.43891, -0.38231)
C (-3.50140, -0.33435, 0.27166)
C (-2.40548, -0.47571, 1.11575)
C (-1.83274, -1.72195, 1.30475)
C (-2.36211, -2.82790, 0.65596)
C (-3.44663, -2.69302, -0.18270)
H (-3.86806, -3.54258, -0.69580)
H (-1.92276, -3.80270, 0.80524)
H (-0.98393, -1.83446, 1.96394)
C (-1.84162, 0.76434, 1.76024)
N (-1.23383, 1.62198, 0.76143)
C (-1.86258, 2.73722, 0.32523)
O (-2.91857, 3.12914, 0.78479)
C (-1.12818, 3.42050, -0.80774)
C (0.36366, 3.61952, -0.51995)
C (0.99177, 2.41205, 0.19703)
C (0.01216, 1.22760, 0.15681)
H (0.40942, 0.37427, 0.70990)
H (-0.12861, 0.91640, -0.88575)
C (2.27620, 1.97583, -0.50657)
O (2.36140, 2.02353, -1.72058)
N (3.28223, 1.50287, 0.26406)
C (3.26668, 1.47054, 1.70863)
H (3.30972, 2.47831, 2.13357)
H (2.38149, 0.96266, 2.09281)
H (4.14105, 0.92135, 2.05062)
C (4.52885, 1.13023, -0.38223)
H (5.35239, 1.65441, 0.11512)
C (4.79563, -0.37712, -0.38009)
C (3.68668, -1.18003, -1.07474)
C (2.68502, -1.80124, -0.09809)
C (3.29560, -2.96750, 0.71025)
H (3.06154, -2.85499, 1.77046)
C (2.62821, -4.23308, 0.17277)
H (3.13504, -4.56972, -0.73282)
H (2.63792, -5.04806, 0.89546)
C (1.22206, -3.75780, -0.17125)
H (0.68475, -4.44749, -0.82015)
H (0.64426, -3.62340, 0.74413)
C (1.47481, -2.40754, -0.83789)
H (0.59900, -1.76088, -0.79911)
H (1.73021, -2.56284, -1.88696)
H (4.37926, -3.00994, 0.60930)
H (2.34410, -1.02090, 0.58597)
H (3.15333, -0.52126, -1.76176)
H (4.13031, -1.98368, -1.66550)
H (4.92238, -0.73253, 0.64455)
H (5.74476, -0.52987, -0.89652)
H (4.46062, 1.48174, -1.41375)
H (1.17853, 2.66840, 1.24018)
H (0.88228, 3.77562, -1.46789)
H (0.49753, 4.51301, 0.09134)
H (-1.24753, 2.79131, -1.69390)
H (-1.60932, 4.37790, -1.00719)
H (-2.64161, 1.34977, 2.22205)
H (-1.09731, 0.50585, 2.52028)
H (-3.92395, 0.65002, 0.14622)
H (-6.55602, -0.38214, -2.13089)
H (-6.14072, 0.24544, -0.51628)

The frontier orbital gap comes out at 9.0936 eV. The SMILES is COc1cccc(CN2C[C@@H](C(=O)N(C)CCCC3CCCC3)CCC2=O)c1. As for the spin multiplicity: 1. The HOMO energy is -8.57 eV. The total charge is 0.

Löwdin population analysis, charges in e, atoms 1 to 4:
1 C -0.084
2 H 0.096
3 O -0.081
4 C -0.265

***

Model 2:
ORCA calculation (ωB97M-V/def2-TZVPD) on the molecule C23H34N2O3.

Positions of all 62 atoms, in Å:
C (0.06850, -1.39767, 0.62132)
C (0.01502, 0.00603, 0.03196)
C (-1.25031, 0.81178, 0.32511)
C (-0.97081, 2.28826, 0.12274)
C (-2.53340, 0.33916, -0.40837)
C (-3.34004, 0.66239, 0.86053)
C (-4.40381, -0.32576, 1.26604)
O (-4.37650, -1.49294, 0.91170)
N (-5.39837, 0.16883, 2.04488)
C (-5.97792, 1.50600, 2.22845)
C (-7.13457, 0.79740, 2.98013)
C (-8.48489, 0.80470, 2.27806)
C (-9.14959, 2.08386, 2.82314)
C (-9.06832, 3.22692, 1.82167)
O (-8.07141, 3.92899, 1.75884)
N (-10.18104, 3.47697, 1.07272)
C (-11.09043, 2.43947, 0.61046)
C (-12.43729, 3.12957, 0.47971)
C (-12.57512, 4.43988, 0.30487)
C (-11.40187, 5.36927, 0.11768)
C (-10.13802, 4.46303, 0.01151)
C (-9.04185, 4.05854, -1.02146)
C (-9.16365, 2.51965, -1.18841)
C (-10.50130, 1.87760, -0.73097)
C (-8.33631, 2.37385, 4.09945)
O (-7.43538, 1.28151, 4.26840)
C (-6.34141, -0.51488, 2.93058)
C (-2.01198, 0.54553, 1.65249)
H (0.95037, -1.92773, 0.25914)
H (0.12907, -1.37266, 1.70997)
H (-0.80741, -1.98988, 0.34766)
H (0.89024, 0.55964, 0.39110)
H (0.13409, -0.05114, -1.05614)
H (-1.85869, 2.90457, 0.28351)
H (-0.19995, 2.63260, 0.81589)
H (-0.62071, 2.47626, -0.89555)
H (-2.80519, 0.87186, -1.32304)
H (-2.50997, -0.72976, -0.60880)
H (-3.72581, 1.68043, 0.85013)
H (-5.36987, 2.16325, 2.85154)
H (-6.27649, 1.99949, 1.30417)
H (-8.38380, 0.79536, 1.19107)
H (-9.05295, -0.07838, 2.57310)
H (-10.18763, 1.90206, 3.09374)
H (-11.19069, 1.62914, 1.33024)
H (-13.32767, 2.51741, 0.57753)
H (-13.57081, 4.86642, 0.26708)
H (-11.52370, 5.98030, -0.77857)
H (-11.34657, 6.07477, 0.95852)
H (-10.77079, 3.96540, -0.76550)
H (-9.19240, 4.57425, -1.97181)
H (-8.03420, 4.32418, -0.69242)
H (-8.99334, 2.25587, -2.23191)
H (-8.34843, 2.05214, -0.63026)
H (-10.33749, 0.80296, -0.62219)
H (-11.24726, 1.96989, -1.52490)
H (-7.77834, 3.30867, 4.02281)
H (-8.96678, 2.43133, 4.98622)
H (-6.87315, -1.33897, 2.45302)
H (-5.88383, -0.82016, 3.87115)
H (-1.86275, -0.46734, 2.01853)
H (-1.85128, 1.25029, 2.47176)

The frontier orbital gap comes out at 9.5719 eV. The SMILES is CC[C@]1(C)C[C@H](C(=O)N2CC3(C[C@H](C(=O)N4[C@@H]5CC=C[C@H]4CCC5)CO3)C2)C1. As for the spin multiplicity: 1. The HOMO energy is -8.97 eV. The total charge is 0.

Löwdin population analysis, charges in e, atoms 1 to 4:
1 C -0.104
2 C -0.205
3 C -0.493
4 C -0.048

***

Model 3:
ORCA calculation (ωB97M-V/def2-TZVPD) on the molecule C23H34N2O3.

Positions of all 62 atoms, in Å:
C (-0.67461, 1.44634, 0.21330)
C (-0.03528, 0.07631, 0.00945)
C (1.47594, 0.09199, -0.28255)
C (2.24402, -0.46523, 0.90103)
C (1.91366, -0.57352, -1.61824)
C (2.96707, 0.53237, -1.79066)
C (3.14184, 1.10339, -3.17500)
O (2.25581, 1.06047, -4.01247)
N (4.35119, 1.66178, -3.43290)
C (5.70335, 1.45703, -2.89676)
C (6.20602, 2.28362, -4.10881)
C (6.99436, 1.51196, -5.15744)
C (8.45058, 1.66653, -4.67703)
C (8.94014, 0.41374, -3.96515)
O (8.70238, 0.23925, -2.78034)
N (9.71933, -0.44553, -4.68358)
C (9.55051, -0.68635, -6.10859)
C (10.93155, -1.07751, -6.60561)
C (11.87441, -1.58976, -5.82140)
C (11.63778, -1.93054, -4.37124)
C (10.11509, -1.71818, -4.11418)
C (8.83879, -2.53916, -3.75462)
C (7.84602, -2.31543, -4.92724)
C (8.45325, -1.79792, -6.25912)
C (8.37021, 2.87727, -3.72722)
O (7.03950, 3.38139, -3.81792)
C (4.75194, 2.62621, -4.45786)
C (2.10506, 1.39888, -0.83783)
H (-1.70806, 1.34097, 0.54608)
H (-0.14097, 2.02658, 0.97009)
H (-0.68989, 2.02784, -0.70856)
H (-0.23315, -0.53545, 0.89498)
H (-0.56044, -0.43275, -0.80416)
H (3.32504, -0.45111, 0.74086)
H (2.03775, 0.11744, 1.80307)
H (1.95110, -1.50002, 1.09110)
H (2.27438, -1.60428, -1.56776)
H (1.13385, -0.50204, -2.37305)
H (3.92374, 0.25837, -1.34930)
H (5.86521, 1.93169, -1.92803)
H (6.03487, 0.41921, -2.89092)
H (6.66940, 0.47258, -5.23453)
H (6.85997, 1.98198, -6.13239)
H (9.11395, 1.90551, -5.50560)
H (9.23624, 0.20814, -6.64325)
H (11.16415, -0.88529, -7.64774)
H (12.85220, -1.80086, -6.23874)
H (11.93290, -2.95915, -4.15599)
H (12.26687, -1.29610, -3.73128)
H (10.04594, -2.38248, -5.01185)
H (9.07747, -3.59745, -3.63282)
H (8.38645, -2.22330, -2.81132)
H (7.31195, -3.24359, -5.12912)
H (7.08473, -1.60434, -4.59645)
H (7.63645, -1.40764, -6.87070)
H (8.85839, -2.63629, -6.83211)
H (8.59446, 2.60079, -2.69555)
H (9.05356, 3.67498, -4.01678)
H (4.45747, 2.33984, -5.46841)
H (4.44092, 3.64267, -4.21850)
H (1.38300, 1.99248, -1.39379)
H (2.63153, 2.04326, -0.12964)

The frontier orbital gap comes out at 9.5682 eV. The SMILES is CC[C@]1(C)C[C@H](C(=O)N2CC3(C[C@H](C(=O)N4[C@@H]5CC=C[C@H]4CCC5)CO3)C2)C1. As for the spin multiplicity: 1. The HOMO energy is -8.97 eV. The total charge is 0.

Löwdin population analysis, charges in e, atoms 1 to 4:
1 C -0.104
2 C -0.197
3 C -0.481
4 C -0.047

***

Name the least stable of them. model 3.

***

Model 1:
ORCA calculation (ωB97M-V/def2-TZVPD) on the ion C4H3O3 with charge -1.

Positions of all 10 atoms, in Å:
C (-0.45058, -2.34122, 0.19265)
C (0.17358, -1.39894, -0.31902)
C (0.52019, -0.07700, -0.47167)
C (1.93926, 1.52607, 0.59034)
O (-0.60999, 0.76949, -0.32716)
O (1.71711, 0.33747, 0.04827)
O (3.00670, 1.90812, 1.09496)
H (-0.86863, -3.26947, 0.01914)
H (1.07707, 2.16838, 0.39503)
H (-0.87884, 0.62251, 0.56378)

The frontier orbital gap comes out at 5.9943 eV. As for the spin multiplicity: 1. The HOMO energy is -1.92 eV. The total charge is -1.

Löwdin population analysis, charges in e, atoms 1 to 4:
1 C -0.003
2 C -0.178
3 C -0.510
4 C -0.359

***

Model 2:
ORCA calculation (ωB97M-V/def2-TZVPD) on the ion C4H3O3 with charge -1.

Positions of all 10 atoms, in Å:
C (-0.30171, -0.53006, 0.28567)
C (0.99535, -0.17377, -0.09136)
C (-1.42284, 0.73362, 0.15333)
C (2.20562, 0.22177, -0.22818)
O (-2.48261, 0.23839, -0.25503)
O (-1.09302, 1.88453, 0.47700)
O (-1.35962, -1.94040, 0.46554)
H (2.56115, 0.37815, -1.22021)
H (2.91852, 0.52453, 0.52136)
H (-2.02082, -1.33675, -0.10811)

The frontier orbital gap comes out at 8.6894 eV. The SMILES is C=C=C(O)C(=O)[O-]. As for the spin multiplicity: 1. The HOMO energy is -4.71 eV. The total charge is -1.

Löwdin population analysis, charges in e, atoms 1 to 4:
1 C 0.022
2 C -0.094
3 C -0.679
4 C -0.057

***

Name the least stable of them. model 1.

***

Model 1:
ORCA calculation (ωB97M-V/def2-TZVPD) on a structure of composition C3H12N4.

Positions of all 19 atoms, in Å:
C (1.43910, -0.25150, 1.05016)
N (1.14864, 0.29225, -0.26592)
N (2.10603, 1.32510, -0.56974)
H (0.18692, -1.17064, -0.93637)
H (2.82706, 1.54734, 0.11982)
H (1.60805, 2.20082, -0.73129)
H (1.33492, 0.49204, 1.85786)
H (2.45448, -0.66902, 1.10827)
H (0.74376, -1.06386, 1.27779)
N (-1.79641, -1.63741, -0.11243)
N (-1.40265, 0.99691, 0.58386)
C (-0.93974, -0.85638, -1.00850)
C (-0.73737, 0.55853, -0.55941)
H (-1.20154, -2.13571, 0.54462)
H (-2.06919, 0.31818, 0.94126)
H (-1.38249, 1.99492, 0.73505)
H (-2.34912, -2.32678, -0.61196)
H (-1.25268, -0.90158, -2.05704)
H (-0.71777, 1.28680, -1.36603)

The frontier orbital gap comes out at 7.6439 eV. As for the spin multiplicity: 1. The HOMO energy is -6.67 eV. The total charge is 0.

Löwdin population analysis, charges in e, atoms 1 to 4:
1 C -0.175
2 N -0.277
3 N -0.038
4 H 0.120

***

Model 2:
ORCA calculation (ωB97M-V/def2-TZVPD) on a cluster of 2 separate species, C3H12N4 in total.

Positions of all 19 atoms, in Å:
N (1.19242, -2.11371, 1.15758)
C (-0.09819, -1.45677, 1.42480)
N (-1.24557, -2.29507, 1.69828)
H (1.49470, -2.60921, 1.99127)
H (1.07072, -2.80968, 0.43371)
H (0.10226, -0.80500, 2.27815)
H (-0.30828, -0.79849, 0.58381)
H (-1.63052, -2.68371, 0.84241)
H (-0.98200, -3.06937, 2.27895)
C (-0.07151, 2.27373, -0.76500)
C (0.15456, 1.44233, -1.77291)
N (1.26353, 1.64580, -2.65555)
N (-1.16618, 2.06205, 0.12227)
H (0.60933, 3.10498, -0.61072)
H (-0.51730, 0.60340, -1.93988)
H (0.96817, 1.71012, -3.61515)
H (1.88478, 0.84504, -2.58263)
H (-1.85836, 2.79898, 0.04576)
H (-0.86257, 2.15459, 1.08485)

The frontier orbital gap comes out at 10.0220 eV. The SMILES is N/C=C/N.NCN. As for the spin multiplicity: 1. The HOMO energy is -8.96 eV. The total charge is 0.

Löwdin population analysis, charges in e, atoms 1 to 4:
1 N -0.017
2 C -0.381
3 N -0.006
4 H 0.052

***

Name the least stable of them. model 1.